4 unconnected molecules or ions with the total composition C25H23BBrNO15P in a non-equilibrium geometry, computed with ωB97M-V with the def2-TZVPD basis set.

Last column: Mulliken charge in e.
Positions of all 67 atoms, in Å:
C  -0.721  -3.660  5.082  -0.491
C  -1.315  -2.662  5.477  0.155
C  -1.694  -1.155  5.744  -0.703
B  -2.734  -0.562  4.583  0.504
C  -2.128  -0.775  3.059  -0.202
C  -1.923  0.607  2.290  -0.185
N  -0.727  1.105  2.235  -0.614
C  -4.195  -1.263  4.875  -0.387
C  -5.148  -1.410  3.642  0.404
O  -5.600  -2.529  3.401  -0.615
O  -5.573  -0.366  2.800  -0.490
P  -2.738  1.383  4.909  -0.057
O  -2.376  1.499  6.589  -0.492
Br  -4.844  2.237  4.731  -0.361
H  -0.068  -4.538  4.782  0.154
H  -2.257  -1.170  6.734  0.225
H  -0.785  -0.488  5.786  0.270
H  -1.064  -1.170  3.178  0.023
H  -2.669  -1.539  2.427  0.393
H  -2.759  1.154  1.759  0.120
H  -0.733  1.990  1.715  0.276
H  -4.738  -0.581  5.618  0.264
H  -4.092  -2.253  5.428  0.215
H  -4.784  -0.002  2.352  0.326
H  -2.207  2.427  6.834  0.313
C  3.976  -6.927  2.696  -0.898
C  2.676  -6.629  2.619  0.337
C  2.156  -5.294  3.038  0.898
O  0.967  -5.055  2.934  -0.624
C  3.111  -4.319  3.567  -0.891
C  4.410  -4.618  3.648  0.422
C  4.934  -5.944  3.203  0.892
O  6.130  -6.171  3.277  -0.629
O  5.309  -3.734  4.136  -0.566
O  1.774  -7.522  2.156  -0.573
H  4.366  -7.889  2.394  0.404
H  2.718  -3.362  3.884  0.519
H  6.173  -4.187  4.088  0.342
H  0.911  -7.066  2.199  0.355
C  1.021  2.452  -3.644  -0.777
C  0.162  2.518  -2.623  0.305
C  0.346  1.689  -1.395  0.770
O  -0.447  1.792  -0.479  -0.496
C  1.487  0.772  -1.349  -0.992
C  2.343  0.704  -2.371  0.483
C  2.174  1.553  -3.588  0.929
O  2.989  1.473  -4.492  -0.647
O  3.402  -0.139  -2.351  -0.574
O  -0.912  3.341  -2.656  -0.583
H  0.900  3.048  -4.537  0.400
H  1.598  0.165  -0.461  0.518
H  3.863  0.002  -3.200  0.341
H  -1.370  3.204  -1.804  0.337
C  1.348  4.383  -8.052  -0.965
C  1.214  5.379  -8.931  0.420
C  -0.096  6.066  -9.139  0.902
O  -0.171  6.984  -9.937  -0.617
C  -1.247  5.598  -8.366  -0.874
C  -1.114  4.598  -7.489  0.336
C  0.202  3.930  -7.263  0.920
O  0.286  3.034  -6.441  -0.622
O  -2.165  4.150  -6.769  -0.572
O  2.258  5.811  -9.672  -0.568
H  2.291  3.878  -7.891  0.470
H  -2.194  6.091  -8.538  0.424
H  -1.811  3.430  -6.210  0.350
H  1.904  6.535  -10.224  0.347

Its LUMO energy is -0.68 eV. The spin multiplicity is 1. As for the HOMO energy: -0.155 Eh. The total energy comes out at -138506.4833 eV. As for the charge: -1. The HOMO-LUMO gap is 3.54 eV.